1.
70
Properties=species:S:1:pos:R:3:forces:R:3 method="wB97M-V/def2-TZVPD" lumo_energy_ev=-0.6 smiles="NC(N)=O.NC(N)=O.NC(N)=O.NC(N)=O.NC(N)=O.CC(C)O.CC(C)O.CO" de_lowest_kcal_mol=56.2 homo_ev=-8.43
N 0.6252 1.1382 2.1276 -4.2 -0.8 0.4
C 1.6363 1.9016 2.5144 -3.6 7.2 2.7
N 2.6962 1.4518 1.9881 8.9 -0.5 0.2
O 1.4873 3.0955 3.0356 0.7 -4.5 -1.4
H -0.2820 1.5216 2.4452 0.7 -0.4 -0.4
H 0.6333 0.8068 1.1185 0.0 0.2 0.7
H 3.6268 1.9625 2.1651 -2.2 -0.9 -0.3
H 2.8358 0.4685 1.8957 -0.1 -0.6 -0.2
N 0.1841 -1.7147 -1.2673 -2.3 -2.7 0.1
C 1.0184 -0.7694 -1.0111 6.3 2.6 -0.9
N 0.4316 0.3499 -0.4747 1.8 0.2 -0.3
O 2.3634 -0.8285 -1.3353 -6.4 0.4 1.7
H 0.5899 -2.4990 -1.7130 0.2 -1.0 -0.2
H -0.7114 -1.8217 -0.7319 1.7 0.2 -1.4
H 1.0609 1.1312 -0.7263 -0.6 0.3 0.2
H -0.6224 0.4559 -0.3734 1.1 -0.4 -0.5
N 4.0396 1.8119 -1.3084 3.7 -2.9 -0.7
C 3.2742 2.8004 -1.1703 -1.7 9.1 -2.4
N 2.2099 2.5526 -0.3748 -0.8 0.1 0.1
O 3.4993 4.0213 -1.7726 -1.1 -5.9 2.9
H 4.8566 1.9893 -1.8324 0.8 0.0 -0.6
H 3.7642 0.8705 -1.1603 -0.6 -0.9 0.1
H 1.5645 3.3178 -0.2731 0.1 0.4 0.1
H 2.4036 2.0022 0.4798 0.0 0.8 -1.3
N -2.1896 -1.8174 0.3123 3.7 -6.0 3.3
C -2.6787 -0.7802 -0.1334 -0.6 9.6 -0.2
N -3.8488 -0.8292 -0.7388 -2.2 -1.0 -1.1
O -2.0295 0.3707 0.1453 -3.3 -3.6 -1.1
H -1.4053 -1.6560 0.9503 -0.2 -0.5 0.3
H -2.5580 -2.7445 0.2359 -0.3 -0.2 0.0
H -4.2500 0.0012 -1.1399 0.3 -0.1 0.2
H -4.4099 -1.7123 -0.7877 1.0 1.5 0.0
N -1.3734 3.1516 -0.5976 -1.0 -0.2 -1.0
C -0.7979 4.3422 -0.4686 0.2 4.8 -1.3
N 0.1187 4.3652 0.5605 0.7 2.2 -0.2
O -1.0385 5.4212 -1.2134 0.9 -5.0 3.2
H -2.1404 3.0884 -1.2650 0.3 -0.3 0.9
H -1.1500 2.3710 -0.0005 -0.4 0.3 -0.1
H 0.5656 5.2765 0.7647 -0.6 -1.1 -0.4
H 0.2866 3.6534 1.2512 -0.4 0.0 0.2
C -2.2032 3.2122 -3.6834 0.4 1.3 1.7
C -2.8187 1.9433 -3.2650 2.5 -3.6 -6.8
C -1.8030 0.8336 -3.0105 0.0 -0.8 -3.9
O -3.3964 2.0541 -2.1409 -5.7 1.4 7.1
H -1.7042 3.2120 -4.5857 1.4 -0.7 -2.0
H -1.4576 3.5563 -2.9073 -1.1 0.3 -1.1
H -3.0319 3.8615 -3.9223 -0.1 0.9 0.7
H -3.5507 1.6387 -4.1203 1.0 0.2 1.2
H -1.1663 1.0321 -2.2347 1.5 1.1 1.8
H -1.2127 0.7330 -3.9275 0.3 -0.3 0.1
H -2.1812 -0.1524 -2.7844 -0.8 -0.2 -0.2
H -4.2756 1.6570 -2.1144 0.3 0.6 -0.1
C 0.5794 -5.2956 0.4019 -1.0 0.4 0.2
C 0.9692 -4.9242 1.7790 -2.8 -6.1 0.8
C 1.8179 -5.9689 2.3145 1.8 -3.6 1.9
O 1.6672 -3.8675 1.8652 3.3 6.0 0.0
H -0.2056 -4.6460 0.1404 -1.0 1.0 -1.1
H 0.2798 -6.2831 0.1929 -0.5 -1.3 0.3
H 1.4546 -5.1251 -0.1095 1.8 0.6 -1.9
H 0.0657 -4.8537 2.4130 -0.2 -0.3 0.1
H 1.3686 -6.9333 2.2075 -0.7 -0.9 -0.2
H 1.9226 -5.9102 3.4081 0.4 0.4 -0.3
H 2.8343 -6.1837 1.8718 -0.9 1.1 0.2
H 1.0043 -3.2134 1.9610 -0.1 2.5 -0.2
C 0.1187 -1.6509 3.6835 -1.3 0.5 0.6
O 0.1028 -1.5842 2.2760 0.1 -0.6 -0.9
H -0.0006 -2.6871 3.9981 0.2 0.0 -0.1
H -0.7740 -1.0956 4.0080 0.3 -0.1 0.5
H 1.0049 -1.2093 4.1359 0.1 -0.1 -0.1
H 0.3058 -0.6675 2.0286 0.2 0.0 0.3

2.
66
Properties=species:S:1:pos:R:3:forces:R:3 method="wB97M-V/def2-TZVPD" lumo_energy_ev=0.5 smiles=COC[C@H](C)N.OCCO.OCCO.OCCO.OCCO.O.O.O de_lowest_kcal_mol=0.0 homo_ev=-9.77
C 2.0888 -3.0646 3.3339 -0.2 -1.2 0.5
O 2.5716 -2.2829 2.2558 -0.3 -0.3 -0.1
C 3.3279 -1.1804 2.6903 -0.4 0.8 0.9
C 3.8773 -0.3124 1.5903 0.5 0.8 -1.0
C 4.4164 0.9687 2.2456 -1.6 0.6 -0.8
N 2.8627 0.0552 0.5668 -0.5 -0.9 0.9
H 2.8883 -3.3999 4.0114 0.1 0.6 0.0
H 1.7191 -4.0304 2.9579 -0.2 0.5 -0.4
H 1.2735 -2.6164 3.9402 0.6 0.2 -0.5
H 2.7068 -0.4804 3.3109 0.1 -0.7 -0.3
H 4.1256 -1.5270 3.3414 0.3 -0.1 0.1
H 4.7332 -0.7130 1.0286 -0.3 -0.5 0.3
H 5.1247 0.7740 3.0157 0.8 -0.2 0.4
H 3.5911 1.5449 2.7033 0.1 -0.4 0.0
H 4.7766 1.6382 1.4650 0.5 -0.2 0.1
H 2.5242 -0.8157 0.1098 0.3 0.9 0.4
H 2.0620 0.3757 1.1313 0.0 0.1 -0.5
O -1.6041 0.7581 -5.8346 0.2 0.1 -0.1
C -1.1082 0.0671 -4.7079 -0.6 -0.4 0.6
C -1.9833 -1.1511 -4.3934 0.0 1.2 -0.2
O -1.8392 -2.0239 -5.5095 -0.3 0.0 0.1
H -1.7319 0.1366 -6.5612 0.1 -0.1 0.2
H -0.0756 -0.2996 -4.7837 0.0 0.3 -0.4
H -1.1635 0.7674 -3.8659 0.1 -0.1 -0.1
H -3.0271 -0.7815 -4.2392 0.6 -0.5 -0.3
H -1.6172 -1.6015 -3.4801 0.0 -0.3 0.3
H -2.6308 -2.5598 -5.5909 0.0 -0.1 0.0
O -1.0620 -0.6662 4.1598 -0.4 0.6 2.7
C -0.7279 -0.9275 2.8807 0.1 2.1 -2.8
C -0.6323 0.4084 2.0531 -0.8 -0.3 0.8
O 0.3909 1.1872 2.7178 -0.4 -0.9 0.0
H -0.5898 0.1344 4.4502 -0.1 -0.4 -0.2
H 0.2578 -1.3202 2.7535 0.7 -0.9 0.0
H -1.5048 -1.5562 2.4726 0.0 -0.4 -0.4
H -1.6285 0.9199 2.0186 0.8 -0.1 0.3
H -0.3744 0.2043 1.0202 0.3 -0.1 -0.3
H 0.1527 2.1190 2.7183 -0.1 0.2 -0.4
O -2.5995 -0.0618 -1.1643 0.0 2.0 -0.7
C -3.4371 -1.1687 -1.0692 -0.5 -0.2 -0.3
C -4.5159 -0.8622 -0.0347 1.1 0.6 -0.6
O -5.0767 0.3575 -0.5154 -0.6 0.4 0.5
H -3.1715 0.7266 -1.3877 0.9 -1.1 0.4
H -3.9033 -1.3889 -2.0503 -0.1 0.1 0.4
H -2.7712 -2.0009 -0.8690 -0.2 -0.4 0.5
H -4.0779 -0.7200 0.9572 0.0 -0.1 0.0
H -5.2332 -1.6363 -0.0623 -1.0 -1.0 0.3
H -5.6514 0.7661 0.1573 0.4 -0.4 -0.4
O -0.2087 3.4920 1.4983 -1.3 0.7 1.6
C 0.3523 3.3298 0.2720 1.4 1.0 -3.1
C -0.6305 3.2341 -0.8902 -0.9 0.4 0.7
O -1.4646 4.4190 -0.9205 -0.5 -0.2 0.5
H -0.7345 4.3047 1.4438 0.0 -0.3 0.2
H 1.0635 4.1520 0.0316 -0.3 -0.1 0.2
H 0.9585 2.4662 0.2065 0.5 -1.2 0.4
H -1.3118 2.3860 -0.6542 0.2 0.5 -0.4
H -0.1379 3.0672 -1.8419 0.2 -0.1 0.0
H -1.2532 5.1293 -1.5373 0.6 -0.7 -0.1
O 0.1777 -0.4804 -1.4121 0.2 0.2 -0.1
H -0.7811 -0.5034 -1.3292 -0.4 0.3 0.0
H 0.4648 -1.3852 -1.3109 0.2 -0.7 0.1
O 1.3617 -3.2506 -0.2702 -0.5 0.3 -0.3
H 1.8268 -2.7782 0.4186 0.1 0.3 0.9
H 2.0600 -3.7767 -0.6423 0.3 -0.5 -0.5
O 2.2415 1.5204 -1.8410 -0.4 -1.0 -0.1
H 1.6493 0.7833 -2.1307 0.4 0.9 0.3
H 2.6336 1.1303 -1.0282 0.0 0.3 -0.3

3.
69
Properties=species:S:1:pos:R:3:forces:R:3 method="wB97M-V/def2-TZVPD" lumo_energy_ev="3.9 / 2.7" total_charge=-2 homo_ev="-0.72 / -0.20" multiplicity=4
Pd -1.2809 -1.0611 1.7408 -1.6 -0.5 -1.2
B -3.8076 1.7838 -1.3733 -0.3 0.1 0.1
H -3.8411 2.8204 -1.6707 -0.3 4.5 -1.1
H -2.8346 1.5562 -0.9663 3.6 -0.9 1.4
H -4.6235 1.4737 -0.7390 -3.3 -0.9 2.7
H -3.9235 1.1663 -2.2506 -0.4 -2.7 -4.0
B 0.1871 -0.0414 0.2822 0.1 -0.3 0.5
H 0.9119 0.4021 -0.3828 2.6 1.7 -2.5
H -0.7759 -0.1455 -0.1932 -3.3 -0.1 -2.1
H 0.5715 -1.0113 0.5573 1.9 -3.8 1.0
H 0.0932 0.5420 1.1850 0.1 2.4 3.0
S -2.9968 0.9482 2.0274 -4.0 8.2 -1.4
O -4.0666 0.7216 2.9382 -1.5 -0.6 2.2
O -3.0284 2.2984 1.4227 0.2 -1.6 1.7
O -1.6962 0.7328 2.6150 4.9 -0.1 4.0
O -3.0010 -0.0461 1.0163 0.0 -5.0 -4.1
C -2.8663 -4.9815 -0.3151 0.3 0.7 0.6
C -1.8315 -3.7934 -0.3189 -0.6 -0.8 0.3
O -2.2814 -2.6190 0.2428 -0.2 -0.9 0.0
H -2.5949 -5.8982 -0.8386 0.5 0.4 -0.7
H -3.8192 -4.6025 -0.6844 -0.1 -0.2 0.2
H -2.9151 -5.3759 0.6999 -0.6 0.4 0.3
H -1.6370 -3.5459 -1.3625 0.4 0.2 -0.3
H -0.9377 -4.1219 0.2114 0.5 -0.1 -0.4
C 1.6193 3.9770 -0.8888 0.1 -0.9 -0.1
C 0.4770 3.0493 -1.3340 -0.1 -0.6 0.4
O -0.4485 2.6141 -0.3477 0.7 1.9 -0.6
H 2.1727 3.4616 -0.1039 0.0 0.3 0.2
H 1.3670 4.9919 -0.5815 -0.3 -0.1 0.0
H 2.3063 4.0114 -1.7344 0.2 0.3 -0.2
H 0.9076 2.1022 -1.6592 0.7 0.0 -0.6
H 0.0090 3.4511 -2.2327 -0.6 0.2 0.2
H -0.0187 1.8320 0.0062 -0.6 -0.1 0.4
C 2.4379 2.0194 2.4006 1.1 0.4 -1.6
C 3.5767 1.1992 1.6226 -3.1 0.0 0.3
O 3.4254 1.2233 0.1951 1.6 1.1 0.5
H 2.4649 1.8641 3.4792 0.0 -0.2 0.0
H 1.4464 1.8947 1.9653 0.0 -0.7 0.3
H 2.5827 3.0799 2.1948 0.4 0.2 0.3
H 3.4156 0.1562 1.8952 0.5 -0.2 0.5
H 4.5356 1.5879 1.9655 0.2 -0.2 -0.6
H 2.5595 0.9444 -0.1115 -0.6 -0.2 0.6
C 2.9799 -1.8521 -1.0399 0.9 -0.1 1.2
C 2.1346 -1.2381 -2.1271 3.0 -1.1 -1.2
O 0.8498 -1.5812 -2.0093 -2.4 -0.6 -0.1
H 2.8432 -2.9184 -0.8601 -0.8 -0.1 -0.3
H 2.7787 -1.3559 -0.0905 0.2 0.0 0.1
H 4.0515 -1.8388 -1.2387 0.2 0.7 -0.1
H 2.4841 -1.7202 -3.0400 0.2 0.3 -0.5
H 2.3135 -0.1673 -2.2241 0.0 0.3 0.1
H 0.5629 -1.0591 -1.2565 -0.9 0.0 0.7
C -0.8638 0.4608 -4.9264 -0.5 -0.4 -0.1
C -1.5335 0.7608 -3.5465 1.5 -0.6 0.3
O -1.6889 -0.2921 -2.5605 -0.8 0.1 -1.8
H -0.5784 1.4046 -5.3911 0.2 0.3 0.3
H -1.5108 0.0385 -5.6952 -0.4 -0.5 0.2
H 0.0220 -0.1734 -4.8909 0.1 0.0 0.3
H -2.4871 1.2521 -3.7403 0.0 -0.2 0.7
H -0.8068 1.4399 -3.1006 -0.4 0.6 0.2
H -0.8531 -0.7294 -2.3820 0.2 0.3 -0.5
C 0.7314 -1.0792 5.2491 -0.7 0.3 0.8
C 1.0543 -0.9228 3.7921 0.5 -1.8 1.2
O 0.2221 -1.8657 3.0568 0.7 0.9 0.2
H 1.4704 -0.5051 5.8080 -0.1 0.0 0.3
H 0.6950 -2.0972 5.6368 0.6 -0.3 -0.3
H -0.2786 -0.7382 5.4768 0.0 0.5 -0.1
H 2.0881 -1.2566 3.7032 0.2 0.2 -0.6
H 1.0039 0.1411 3.5606 -0.7 -0.5 -1.0
H 0.4743 -2.7689 3.2621 0.2 0.1 0.1

The E_tot results, record by record, are as follows: -1630.6200, -1439.3604, -1810.6501 hartree.
The largest force on an atom results, record by record, are as follows: 0.186, 0.070, 0.180 hartree/bohr.